{
  "formula": "C11H15N",
  "method": "the ωB97M-V functional and the def2-TZVPD basis",
  "elements": ["C", "C", "C", "N", "C", "C", "C", "C", "C", "C", "H", "H", "H", "H", "H", "H", "H", "H", "H", "C", "C", "H", "H", "H", "H", "H", "H"],
  "coordinates": [[-0.05, -1.14, -2.71], [-0.53, -0.53, -1.48], [-1.25, 0.57, -1.36], [-1.55, 0.87, -0.03], [-1.05, -0.08, 0.83], [-1.14, -0.41, 2.20], [-0.54, -1.53, 2.66], [0.26, -2.37, 1.81], [0.39, -2.11, 0.50], [-0.32, -1.03, -0.10], [-0.27, -0.62, -3.67], [-0.69, -2.01, -2.89], [1.10, -0.97, -2.68], [-1.87, 1.08, -2.10], [-1.64, 1.87, 0.15], [-1.64, 0.34, 2.90], [-0.45, -1.65, 3.69], [0.98, -3.13, 2.18], [0.88, -2.91, -0.21], [1.88, 2.50, -1.11], [2.56, 3.40, -0.07], [2.65, 1.97, -1.80], [1.15, 1.89, -0.66], [1.29, 3.14, -1.84], [2.22, 3.38, 0.84], [2.35, 4.49, -0.29], [3.59, 3.49, -0.39]],
  "de_lowest_ev": 2.915,
  "lumo_ev": 0.86,
  "homo_ev": -8.13,
  "smiles": "Cc1c[nH]c2ccccc12.CC",
  "e_tot_ha": -482.80804,
  "gap_ev": 8.990
}

{
  "formula": "C5H23NO8",
  "method": "the ωB97M-V functional and the def2-TZVPD basis",
  "elements": ["C", "N", "C", "C", "C", "O", "C", "O", "H", "H", "H", "H", "H", "H", "H", "H", "H", "H", "H", "H", "H", "O", "H", "H", "O", "H", "H", "O", "H", "H", "O", "H", "H", "O", "H", "H", "O"],
  "coordinates": [[0.25, 2.08, 0.04], [0.87, 1.00, 0.87], [0.52, -0.36, 0.40], [-1.03, -0.65, 0.24], [-1.82, -0.40, 1.46], [-3.16, -0.62, 1.18], [1.18, -0.81, -0.94], [2.48, -0.39, -0.88], [-0.79, 2.19, 0.50], [0.66, 3.04, 0.35], [0.03, 1.84, -0.95], [1.91, 1.08, 0.63], [0.93, -0.96, 1.24], [-1.35, 0.13, -0.49], [-1.15, -1.59, -0.20], [-1.57, -1.01, 2.34], [-1.94, 0.66, 1.92], [0.57, -0.39, -1.74], [1.08, -1.90, -1.05], [3.20, -2.38, 2.68], [3.11, -2.91, 1.11], [3.15, -3.19, 2.11], [3.76, 1.46, -2.24], [3.39, 0.10, -2.21], [3.86, 0.69, -2.80], [3.19, -2.89, -0.93], [3.23, -1.58, -0.39], [3.72, -2.52, -0.22], [-1.31, 1.25, -2.96], [-2.62, 1.23, -1.98], [-2.07, 1.67, -2.76], [-3.83, 0.79, 1.80], [-3.13, 1.39, 2.89], [-3.94, 1.56, 2.46], [-4.06, 1.51, -0.42], [-3.52, 0.12, -0.13], [-3.80, 0.75, -0.91]],
  "de_lowest_ev": 0.735,
  "lumo_ev": 5.69,
  "charge": -2,
  "homo_ev": -1.77,
  "e_tot_ha": -860.92766,
  "gap_ev": 7.455
}

{
  "formula": "C19H17ClN2O5S",
  "method": "the ωB97M-V functional and the def2-TZVPD basis",
  "elements": ["C", "C", "C", "C", "C", "N", "C", "S", "O", "O", "C", "C", "C", "C", "O", "C", "C", "C", "C", "Cl", "C", "C", "C", "C", "C", "O", "N", "O", "H", "H", "H", "H", "H", "H", "H", "H", "H", "H", "H", "H", "H", "H", "H", "H", "H"],
  "coordinates": [[5.01, 2.51, 1.23], [4.18, 1.27, 1.00], [4.36, 0.15, 1.82], [3.55, -1.00, 1.65], [2.54, -1.11, 0.77], [1.85, -2.27, 0.71], [1.58, -2.87, -0.59], [0.78, -2.76, 2.06], [0.65, -4.18, 2.41], [1.09, -1.90, 3.19], [-0.75, -2.20, 1.28], [-1.67, -3.01, 0.57], [-2.69, -2.33, -0.18], [-3.08, -1.04, -0.01], [-4.21, -0.42, -0.48], [-4.05, 0.76, -1.23], [-2.88, 1.10, -1.76], [-2.83, 2.30, -2.53], [-3.88, 3.25, -2.61], [-3.83, 4.60, -3.77], [-5.06, 2.93, -2.03], [-5.15, 1.70, -1.28], [-2.18, -0.30, 0.87], [-1.01, -0.85, 1.45], [2.34, 0.06, -0.16], [1.36, 0.08, -0.89], [3.14, 1.20, 0.06], [2.99, 2.35, -0.83], [4.59, 3.27, 1.88], [5.85, 2.27, 1.76], [5.17, 2.96, 0.26], [5.21, 0.23, 2.57], [3.76, -1.80, 2.33], [2.37, -2.78, -1.30], [1.36, -3.98, -0.62], [0.76, -2.37, -1.07], [-1.49, -4.05, 0.61], [-3.26, -2.91, -0.90], [-1.95, 0.57, -1.78], [-2.00, 2.61, -3.17], [-5.86, 3.62, -2.14], [-6.04, 1.49, -0.79], [-2.46, 0.80, 0.96], [-0.37, -0.20, 2.05], [2.19, 2.22, -1.37]],
  "de_lowest_ev": 4.109,
  "lumo_ev": 0.22,
  "homo_ev": -8.22,
  "smiles": "Cc1ccc(N(C)S(=O)(=O)c2ccc(Oc3ccc(Cl)cc3)cc2)c(=O)n1O",
  "e_tot_ha": -2078.14829,
  "gap_ev": 8.441
}

{
  "formula": "C22H35ClIIrN6O3",
  "method": "the ωB97M-V functional and the def2-TZVPD basis",
  "elements": ["Ir", "C", "C", "N", "C", "C", "N", "C", "C", "C", "N", "C", "C", "N", "C", "H", "H", "H", "H", "H", "H", "H", "H", "H", "H", "H", "H", "H", "H", "H", "H", "H", "H", "H", "H", "H", "H", "H", "H", "C", "C", "C", "C", "Cl", "C", "C", "C", "O", "C", "C", "O", "O", "H", "H", "H", "H", "H", "H", "H", "H", "I", "C", "C", "N", "N", "C", "H", "H", "H"],
  "coordinates": [[-1.04, -0.62, -0.24], [-0.43, -3.62, -2.53], [-0.29, -2.19, -3.04], [-1.23, -1.19, -2.52], [-2.65, -1.39, -2.89], [-3.43, -2.14, -1.81], [-3.29, -1.51, -0.49], [-3.86, -2.38, 0.54], [-3.90, -1.80, 1.95], [-2.60, -1.19, 2.53], [-1.35, -1.56, 1.89], [-0.90, -2.95, 2.01], [0.37, -3.11, 1.17], [0.13, -2.74, -0.23], [-0.45, -3.83, -1.01], [0.41, -4.16, -2.95], [-1.33, -4.08, -2.95], [-0.38, -2.24, -4.14], [0.72, -1.81, -2.83], [-0.92, -0.30, -2.90], [-2.73, -1.94, -3.83], [-3.11, -0.41, -3.03], [-3.07, -3.16, -1.74], [-4.48, -2.18, -2.12], [-3.81, -0.63, -0.49], [-3.30, -3.32, 0.53], [-4.90, -2.63, 0.27], [-4.25, -2.60, 2.60], [-4.66, -1.02, 1.99], [-2.56, -1.46, 3.60], [-2.65, -0.10, 2.48], [-0.63, -0.97, 2.30], [-1.68, -3.63, 1.66], [-0.68, -3.21, 3.05], [0.74, -4.14, 1.25], [1.14, -2.44, 1.57], [1.02, -2.48, -0.66], [-1.48, -3.98, -0.65], [0.09, -4.76, -0.79], [3.25, 5.20, 1.83], [4.30, 4.30, 1.29], [5.58, 4.77, 1.09], [6.60, 3.93, 0.60], [8.18, 4.51, 0.41], [6.29, 2.59, 0.26], [5.03, 2.10, 0.48], [4.02, 2.92, 1.02], [2.79, 2.49, 1.32], [2.51, 1.13, 1.58], [1.23, 0.64, 0.85], [1.33, 0.01, -0.21], [0.13, 0.84, 1.41], [3.07, 6.02, 1.14], [3.60, 5.65, 2.76], [2.32, 4.68, 2.02], [5.83, 5.79, 1.34], [7.06, 1.96, -0.15], [4.82, 1.08, 0.20], [2.30, 1.07, 2.66], [3.33, 0.46, 1.33], [-2.73, 5.02, -3.26], [-2.09, 3.60, -1.86], [-1.53, 3.82, -0.60], [-1.29, 2.63, -0.07], [-1.66, 1.63, -0.88], [-2.15, 2.19, -1.98], [-1.31, 4.75, -0.11], [-0.85, 2.39, 0.82], [-2.53, 1.64, -2.81]],
  "de_lowest_ev": 6.434,
  "lumo_ev": [-12.32, -12.49],
  "charge": 3,
  "homo_ev": [-14.51, -14.60],
  "e_tot_ha": -2274.69026,
  "spin_multiplicity": 2,
  "gap_ev": [2.184, 2.108]
}

{
  "formula": "C4H9NO3",
  "method": "the ωB97M-V functional and the def2-TZVPD basis",
  "elements": ["C", "C", "C", "O", "C", "O", "H", "H", "H", "H", "H", "H", "N", "O", "H", "H", "H"],
  "coordinates": [[0.40, 1.84, 0.64], [0.03, 0.86, 1.44], [0.49, -0.58, 1.28], [1.39, -0.79, 0.24], [-0.80, -1.37, 1.15], [-1.21, -1.83, 0.12], [1.08, 1.68, -0.18], [0.05, 2.85, 0.79], [-0.63, 1.03, 2.28], [1.00, -0.89, 2.20], [0.96, -0.55, -0.62], [-1.37, -1.45, 2.09], [0.24, -0.06, -2.26], [-1.18, -0.11, -2.10], [0.47, -0.70, -3.03], [0.41, 0.89, -2.59], [-1.33, -0.82, -1.45]],
  "de_lowest_ev": 3.752,
  "lumo_ev": 0.82,
  "homo_ev": -9.75,
  "smiles": "C=C[C@H](O)C=O.NO",
  "e_tot_ha": -438.19120,
  "gap_ev": 10.565
}

{
  "formula": "H2N4O3",
  "method": "the ωB97M-V functional and the def2-TZVPD basis",
  "elements": ["N", "N", "N", "O", "O", "N", "O", "H", "H"],
  "coordinates": [[1.78, -0.25, -0.22], [0.56, 0.25, 0.18], [-0.39, 0.17, -0.67], [-0.35, -0.05, -1.86], [-1.56, 0.47, -0.08], [-1.51, 0.16, 1.36], [-2.39, 0.66, 1.92], [1.61, -0.66, -1.10], [2.25, -0.75, 0.48]],
  "de_lowest_ev": 2.366,
  "lumo_ev": -0.74,
  "homo_ev": -9.25,
  "smiles": "N/N=[N+](\\[O-])ON=O",
  "e_tot_ha": -445.68329,
  "gap_ev": 8.516
}

Max |F| / eV Å⁻¹: 6.92, 6.04, 4.98, 3.34, 0.48, 3.82